Here is a molecular structure, C27H25BrIrN5O4S at a distorted geometry from the OMol25 dataset. Energies are from wB97M-V/def2-TZVPD.

Positions of all 64 atoms, in Å:
Ir  -0.5063  0.3103  -1.4024
C  -3.6229  2.0082  -0.6243
O  -2.6946  1.0783  -0.0746
C  -2.2646  1.3143  1.2042
C  -2.6741  2.3924  1.9619
C  -2.1311  2.5719  3.2284
Br  -2.6682  4.0739  4.2355
C  -1.2254  1.6843  3.7594
C  -0.8384  0.5744  3.0099
C  -1.3207  0.4239  1.7276
O  -0.8834  -0.5894  0.8791
C  0.0727  -0.4139  3.6483
N  0.8048  -0.1484  4.6795
C  1.4433  -1.3521  4.9922
C  2.3362  -1.6439  6.0208
C  2.7928  -2.9407  6.1257
C  2.3765  -3.9399  5.2260
C  1.5000  -3.6656  4.1997
C  1.0487  -2.3485  4.1057
N  0.1770  -1.7227  3.2271
H  -3.1808  3.0048  -0.6916
H  -4.5357  2.0457  -0.0294
H  -3.8557  1.6409  -1.6204
H  -3.3899  3.1059  1.5836
H  -0.8176  1.8080  4.7525
H  0.0475  -0.7922  1.0695
H  2.6474  -0.8715  6.7123
H  3.4807  -3.2026  6.9190
H  2.7521  -4.9478  5.3461
H  1.1809  -4.4363  3.5096
H  -0.4395  -2.1873  2.5838
C  1.5483  -3.2655  -2.6694
C  0.2708  -2.5170  -2.4588
O  0.1101  -1.8063  -1.4580
N  -0.6915  -2.6336  -3.3789
C  -1.9497  -1.9221  -3.2368
C  -1.9032  -0.5987  -3.9372
C  -2.5269  -0.4538  -5.1654
C  -2.4511  0.7476  -5.8429
C  -1.7267  1.7701  -5.2738
C  -1.1252  1.5664  -4.0429
N  -1.2116  0.4084  -3.3628
H  1.9751  -3.5158  -1.7020
H  2.2470  -2.6067  -3.1886
H  1.4086  -4.1690  -3.2605
H  -0.4894  -3.1202  -4.2365
H  -2.1348  -1.7765  -2.1748
H  -2.7499  -2.5394  -3.6378
H  -3.0766  -1.2902  -5.5765
H  -2.9477  0.8768  -6.7960
H  -1.6183  2.7288  -5.7616
H  -0.5483  2.3452  -3.5740
O  1.3565  0.2904  -0.3942
N  2.1203  1.3711  -0.6279
C  3.4497  1.2417  -0.4456
C  4.2761  2.3194  -0.6028
C  3.7136  3.5488  -0.9558
C  2.3603  3.6440  -1.1541
C  1.5390  2.5192  -0.9942
S  -0.1751  2.5560  -1.2264
H  3.7668  0.2501  -0.1619
H  5.3380  2.1990  -0.4483
H  4.3415  4.4212  -1.0796
H  1.8924  4.5761  -1.4389

Output
- Spin multiplicity: 2
- ⟨S²⟩: 0.7537
- Total charge: +1

Here is a molecular structure, C27H25F5GaN7O2S at a distorted geometry from the OMol25 dataset. Energies are from wB97M-V/def2-TZVPD.

Positions of all 68 atoms, in Å:
Ga  -2.5761  -0.2609  0.0903
N  -2.0079  -4.1631  -1.7731
C  -2.2919  -3.0654  -1.0229
S  -1.7563  -1.5168  -1.7083
N  -2.8958  -3.2354  0.1352
N  -3.3539  -2.0734  0.7566
C  -4.2032  -2.1745  1.8057
C  -5.1734  -1.2051  2.0844
C  -6.2870  -1.4980  2.8401
C  -7.3813  -0.6401  2.9824
C  -7.3772  0.6964  2.4509
C  -6.2314  1.0359  1.7949
C  -5.2063  0.0756  1.4413
O  -4.3669  0.4067  0.4494
H  -1.5169  -4.0841  -2.6832
H  -2.1150  -5.0403  -1.2753
H  -4.2668  -3.2032  2.3116
H  -6.2910  -2.3817  3.4135
H  -8.2696  -1.0280  3.4644
H  -8.2422  1.3451  2.5170
H  -6.0405  2.0342  1.3061
C  5.7739  2.0559  -0.8704
N  6.0305  0.6191  -0.8304
C  7.1621  0.1529  -0.0467
C  7.5024  -1.3018  -0.4139
C  6.1688  -2.1181  -0.2414
N  4.9709  -1.4690  -0.6413
C  3.8648  -2.3869  -0.8357
C  4.8661  -0.1325  -0.9206
O  3.7550  0.3766  -1.1978
H  5.2365  2.3048  -1.7803
H  6.6762  2.6379  -0.7777
H  5.2009  2.3503  0.0376
H  6.9532  0.2843  1.0131
H  7.9149  0.9250  -0.3354
H  8.1645  -1.6838  0.2823
H  7.8576  -1.4148  -1.4441
H  6.1067  -2.3585  0.8250
H  6.2833  -3.0373  -0.7985
H  3.9815  -3.0027  -1.7570
H  2.9507  -1.7923  -0.9710
H  3.8024  -3.0580  0.0089
F  -0.4863  -2.1134  1.4347
C  -0.3847  -0.8673  1.9091
C  -1.2966  0.1322  1.5399
C  -1.1097  1.3242  2.2349
F  -1.9677  2.3282  2.0924
C  -0.1598  1.5262  3.2482
F  -0.1047  2.7063  3.9239
C  0.7822  0.5769  3.4928
F  1.7991  0.7141  4.3928
C  0.5780  -0.6707  2.8728
F  1.4195  -1.6701  3.2617
N  -3.4497  2.4346  -3.0775
C  -3.7973  1.6840  -2.0427
N  -2.7095  1.3536  -1.2641
C  -1.6143  1.9315  -1.9757
C  -0.3322  2.0873  -1.5424
C  0.5785  2.7814  -2.3412
C  0.1471  3.4556  -3.4607
C  -1.2152  3.4422  -3.8747
C  -2.0553  2.6227  -3.1720
H  -4.0953  2.7832  -3.8009
H  -4.7949  1.2965  -1.8303
H  -0.0427  1.5292  -0.6699
H  1.6409  2.8044  -2.0522
H  0.7999  4.0290  -4.1133
H  -1.5015  3.8033  -4.8716

Here is a molecular structure, C27H25FN7PdSi at a distorted geometry from the OMol25 dataset. Energies are from wB97M-V/def2-TZVPD.

Positions of all 62 atoms, in Å:
Pd  0.1918  0.9581  0.0540
C  4.3926  0.2625  0.2564
C  3.1045  0.4292  -0.2448
N  2.0680  0.4612  0.5872
C  2.2713  0.3152  1.9091
C  3.5733  0.1751  2.3755
N  4.6147  0.1564  1.5558
C  1.0513  0.2264  2.7340
C  1.1094  0.0703  4.1060
C  -0.0475  -0.1159  4.8647
C  -1.2374  -0.1894  4.1295
C  -1.2421  -0.0218  2.7619
N  -0.1164  0.2322  2.0507
C  -2.5018  -0.1413  1.9907
C  -3.7730  -0.1971  2.4253
N  -4.8802  -0.2173  1.5085
C  -4.9638  -0.1034  -0.6613
C  -3.4923  -0.0902  -1.1715
N  -2.3050  -0.1798  0.5909
C  -0.0170  -0.2606  6.3317
C  1.1866  -0.3810  7.0242
C  1.1603  -0.5145  8.4062
N  0.0358  -0.5290  9.1094
C  -1.1147  -0.4111  8.4595
C  -1.1934  -0.2773  7.0806
H  5.2439  0.2231  -0.4116
H  2.9144  0.5350  -1.3052
H  3.7895  0.0699  3.4303
H  2.0718  0.0964  4.5904
H  -2.1660  -0.4134  4.6323
H  -4.0642  -0.2207  3.4694
H  -5.7264  -0.0397  -1.4302
H  -3.3392  -0.0524  -2.2460
H  2.1492  -0.3910  6.5332
H  2.0834  -0.6153  8.9635
H  -2.0147  -0.4215  9.0621
H  -2.1741  -0.1722  6.6382
C  -1.6369  4.3360  0.9412
Si  -1.1377  3.4713  -0.6319
C  -1.8244  4.2276  -2.1693
C  0.7464  3.2671  -0.6957
N  -1.5750  1.7146  -0.5511
C  -2.7085  0.9989  -0.2367
C  -3.8194  1.7212  0.4120
C  -5.0315  0.9155  0.5071
C  -5.0802  -1.2721  0.3544
C  -3.8448  -1.9977  0.2903
C  -2.7963  -1.1970  -0.3413
F  -1.8035  -1.9267  -0.8692
H  -1.1570  5.3191  0.9681
H  -1.3105  3.8007  1.8363
H  -2.7065  4.5444  1.0174
H  -1.5853  5.2949  -2.1844
H  -2.9124  4.1465  -2.2267
H  -1.4023  3.7835  -3.0719
H  1.1318  4.0846  -1.3177
H  1.1452  2.4058  -1.2845
H  1.2558  3.3599  0.2639
H  -3.7184  2.7346  0.7902
H  -5.9580  1.4539  0.6956
H  -6.0021  -1.8263  0.4984
H  -3.6637  -2.9903  0.7024

Output
- Total charge: +3

Here is C27H25N5O5 in the gas phase at a distorted geometry from the OMol25 dataset. Energies are from wB97M-V/def2-TZVPD.

Positions of all 62 atoms, in Å:
C  -4.8320  -1.6529  -0.0484
C  -4.7593  -0.1652  0.0185
C  -5.8508  0.5647  -0.3639
C  -5.8324  1.9693  -0.3715
C  -4.6879  2.6064  -0.0166
C  -3.5463  1.8690  0.3854
N  -2.4757  2.5566  0.6972
C  -1.3686  1.9127  1.0898
C  -1.3320  0.5548  1.2123
C  -2.4766  -0.2455  0.9423
O  -2.5379  -1.4468  1.1319
N  -3.6129  0.4798  0.4301
H  -0.4514  0.0424  1.5620
C  -0.1915  2.7862  1.4282
N  1.0318  2.4125  0.7425
C  1.1794  2.6476  -0.6096
C  0.1339  3.1362  -1.3972
C  0.3307  3.3621  -2.7444
C  1.5599  3.1118  -3.3419
C  2.5968  2.6302  -2.5744
C  2.4181  2.3990  -1.2118
C  3.5358  1.8875  -0.4215
O  4.6577  1.7198  -0.8496
N  3.2344  1.6258  0.9066
C  2.0113  1.8140  1.5027
O  1.8106  1.5168  2.6663
C  4.2814  1.0011  1.7017
H  4.0444  1.1743  2.7529
C  4.4007  -0.4945  1.4111
C  3.1558  -1.2893  1.8133
C  2.1073  -1.3486  0.7109
O  2.0900  -0.6199  -0.2617
N  1.1642  -2.2920  0.9227
H  1.2194  -2.8865  1.7342
C  0.1395  -2.6119  -0.0566
C  0.3625  -3.9666  -0.6417
C  1.1561  -4.3897  -1.6679
C  0.9991  -5.7954  -1.7382
C  0.1263  -6.1216  -0.7480
O  -0.2615  -5.0248  -0.0771
H  -0.2831  -7.0605  -0.4320
H  1.4702  -6.4636  -2.4294
H  1.7696  -3.7734  -2.2923
H  -0.8448  -2.5695  0.4189
H  0.2151  -1.8494  -0.8357
H  3.4374  -2.3128  2.0703
H  2.6930  -0.8329  2.6922
H  5.2652  -0.8704  1.9603
H  4.5862  -0.6262  0.3438
H  5.2202  1.4953  1.4403
H  3.5675  2.4196  -2.9960
H  1.6970  3.2915  -4.3970
H  -0.4892  3.7372  -3.3395
H  -0.8347  3.3302  -0.9667
H  -0.4405  3.8259  1.2007
H  0.0195  2.6887  2.4987
H  -4.5846  3.6781  -0.0181
H  -6.7116  2.5181  -0.6700
H  -6.7413  0.0434  -0.6750
H  -4.0158  -2.0562  -0.6442
H  -4.7456  -2.0946  0.9421
H  -5.7800  -1.9479  -0.4916

Output
- SMILES string: Cc1cccc2nc(Cn3c(=O)n(CCCC(=O)NCc4ccco4)c(=O)c4ccccc43)cc(=O)n12

Here is a molecular structure, C27H25N8O4SSn at a distorted geometry from the OMol25 dataset. Energies are from wB97M-V/def2-TZVPD.

Positions of all 66 atoms, in Å:
Sn  -0.1104  0.8574  1.3618
O  1.6721  1.0742  5.2376
C  1.3775  1.0176  4.0489
O  0.2149  1.1104  3.5212
C  2.5308  0.8404  3.0606
C  3.8461  0.6827  3.5503
C  4.8725  0.5940  2.6645
C  4.6144  0.6849  1.2733
C  5.6322  0.6294  0.2920
C  5.3197  0.7179  -1.0352
C  3.9743  0.8699  -1.4405
C  2.9742  0.9346  -0.5142
C  3.2733  0.8310  0.8603
N  2.2567  0.8881  1.7808
H  3.9785  0.6385  4.6215
H  5.8962  0.4632  3.0014
H  6.6628  0.5171  0.6162
H  6.1034  0.6705  -1.7820
H  3.7224  0.9312  -2.4937
H  1.9463  1.0401  -0.8338
N  -1.3930  -6.3093  -2.0266
C  -1.2247  -4.9290  -2.1115
C  -2.1111  -4.1528  -2.8602
C  -1.9484  -2.7839  -2.9462
C  -0.8788  -2.1736  -2.3058
C  0.0344  -2.9368  -1.5784
C  -0.1381  -4.3052  -1.4847
S  -0.7402  -0.4192  -2.2803
O  0.6787  -0.1306  -2.3069
O  -1.5365  0.1037  -3.3575
N  -1.2381  0.0960  -0.8098
C  -2.5131  -0.1545  -0.3463
N  -2.6547  0.1300  0.9754
C  -3.8457  -0.0340  1.5316
C  -4.9381  -0.5029  0.8244
C  -4.6842  -0.8517  -0.4945
N  -3.5033  -0.7006  -1.0860
H  -2.3431  -6.6094  -2.1709
H  -1.0377  -6.7012  -1.1693
H  -2.9472  -4.6355  -3.3597
H  -2.6425  -2.1708  -3.5087
H  0.8710  -2.4472  -1.0926
H  0.5621  -4.9071  -0.9125
H  -3.9159  0.2036  2.5898
H  -5.9106  -0.6325  1.2795
H  -5.4664  -1.2900  -1.1103
C  0.2089  3.4671  -1.4254
C  -0.6544  3.7618  -0.2001
C  -0.4402  5.2523  0.1970
C  -2.1411  3.5699  -0.5362
C  -0.1313  3.1061  1.0584
H  -0.0825  4.1078  -2.2664
H  0.0956  2.4329  -1.7441
H  1.2652  3.6431  -1.1962
H  -0.6444  5.8743  -0.6826
H  0.5854  5.4283  0.5245
H  -1.1195  5.5490  1.0019
H  -2.4588  4.2826  -1.3096
H  -2.7667  3.7165  0.3499
H  -2.3163  2.5648  -0.9248
H  -0.8732  3.2440  1.8649
N  0.2344  -1.2397  1.8062
C  -0.2219  -2.2983  2.0382
N  -0.5904  -3.4529  2.3905
C  -1.3129  -4.4211  1.8737
N  -1.9282  -5.3376  1.5073

Output
- Total charge: -1

Here is a molecular structure, C27H26BO3PPdS4 at a distorted geometry from the OMol25 dataset. Energies are from wB97M-V/def2-TZVPD.

Positions of all 63 atoms, in Å:
Pd  1.4793  0.9925  0.5886
C  -4.8165  -3.2945  1.5981
C  -3.7482  -3.2265  2.4809
C  -2.6034  -2.5114  2.1437
C  -2.5025  -1.8523  0.9213
C  -3.5772  -1.9506  0.0366
C  -4.7297  -2.6517  0.3707
P  -1.0123  -0.8922  0.3441
C  0.2115  -1.4434  1.5916
C  0.6606  -0.6710  2.6611
C  1.6864  -1.1350  3.4800
C  2.2651  -2.3699  3.2462
C  1.8007  -3.1622  2.2012
C  0.7851  -2.6987  1.3822
C  -1.4591  0.7998  0.8575
C  -2.7463  1.1985  1.2212
C  -3.0115  2.5353  1.4856
C  -1.9778  3.4606  1.3927
C  -0.6988  3.0564  1.0353
C  -0.3917  1.7200  0.7437
H  -5.7096  -3.8496  1.8623
H  -3.8074  -3.7244  3.4420
H  -1.7738  -2.4597  2.8391
H  -3.5050  -1.4582  -0.9285
H  -5.5580  -2.6972  -0.3275
H  0.1909  0.2758  2.8952
H  2.0506  -0.4953  4.2743
H  3.0959  -2.7029  3.8566
H  2.2535  -4.1273  2.0064
H  0.4492  -3.3016  0.5443
H  -3.5451  0.4697  1.3040
H  -4.0111  2.8492  1.7665
H  -2.1700  4.5066  1.6122
H  0.0934  3.7950  0.9781
O  7.1012  -0.1024  4.5542
C  6.2114  0.2540  3.8006
S  5.9189  -0.4391  2.2150
C  4.3967  0.3853  1.8508
C  3.9794  1.2917  2.7533
S  2.5224  2.2507  2.6937
S  5.0360  1.5049  4.1602
S  3.6165  -0.0819  0.3520
C  -0.0062  -0.7293  -4.1364
C  0.8431  0.3859  -3.5441
C  2.1403  0.5325  -4.3349
O  1.1922  0.0185  -2.2136
B  1.0907  1.1359  -1.3564
O  0.6142  2.2194  -2.1086
C  0.0896  1.7368  -3.3439
C  -1.4139  1.5573  -3.1419
C  0.3479  2.7757  -4.4232
H  0.6146  -1.6172  -4.2688
H  -0.4181  -0.4445  -5.1094
H  -0.8180  -0.9906  -3.4599
H  2.6802  -0.4138  -4.2856
H  2.7738  1.2984  -3.8865
H  1.9584  0.7826  -5.3838
H  -1.6064  0.8113  -2.3685
H  -1.9208  1.2636  -4.0647
H  -1.8273  2.5041  -2.7912
H  1.3989  3.0579  -4.4503
H  -0.2386  3.6707  -4.2081
H  0.0554  2.3983  -5.4074

Output
- Total charge: -2

Here is C27H26Cl2N4O2S in the gas phase from the OMol25 dataset. Energies are from wB97M-V/def2-TZVPD.

Positions of all 62 atoms, in Å:
C  -0.0810  -4.5067  -5.8222
N  0.9906  -4.3574  -4.8666
C  0.9750  -3.2864  -3.9991
C  -0.1596  -2.4790  -3.8480
C  -0.2005  -1.4411  -2.9418
C  0.8987  -1.1548  -2.1433
C  2.0364  -1.9440  -2.2876
C  2.0804  -2.9804  -3.1935
H  2.9890  -3.5549  -3.2627
H  2.9059  -1.7441  -1.6752
N  0.9311  -0.1716  -1.1462
C  0.0774  0.8314  -0.8604
N  0.1942  1.4189  0.3751
C  -0.6136  2.5974  0.6097
C  -0.0507  3.5148  1.6833
O  1.0565  3.9745  1.7579
N  -1.0737  3.7776  2.5753
C  -2.2726  3.1250  2.2985
O  -3.2537  3.2036  2.9809
C  -2.0627  2.3290  1.0380
H  -2.7805  2.6374  0.2771
H  -2.2460  1.2725  1.2331
C  -0.9116  4.6271  3.6941
C  -1.4888  5.8952  3.7069
C  -1.3377  6.7254  4.8064
C  -0.6003  6.2912  5.8936
C  -0.0172  5.0360  5.8994
C  -0.1801  4.2073  4.8019
Cl  0.5113  2.6328  4.7999
H  0.5552  4.6948  6.7470
H  -0.4789  6.9378  6.7483
H  -1.7929  7.7025  4.8013
Cl  -2.3849  6.4176  2.3359
H  -0.6089  3.1588  -0.3374
C  0.8946  0.8161  1.4925
H  1.8721  0.4426  1.1721
H  1.0944  1.5987  2.2240
C  0.1175  -0.3192  2.1912
C  -0.0794  -1.5177  1.3057
C  -1.2619  -1.7105  0.6041
C  -1.4134  -2.7980  -0.2378
C  -0.3861  -3.7127  -0.3850
C  0.7948  -3.5342  0.3144
C  0.9457  -2.4450  1.1528
H  1.8685  -2.3121  1.7018
H  1.6004  -4.2452  0.2064
H  -0.5017  -4.5576  -1.0461
H  -2.3371  -2.9292  -0.7806
H  -2.0750  -1.0068  0.7128
H  -0.8459  0.0601  2.5342
H  0.6949  -0.6054  3.0732
S  -1.0268  1.4266  -1.9471
H  1.7062  -0.3022  -0.5107
H  -1.0988  -0.8546  -2.8592
H  -1.0397  -2.6545  -4.4429
C  2.2462  -5.0000  -5.1728
H  2.0769  -5.7970  -5.8934
H  2.9799  -4.3024  -5.5951
H  2.6701  -5.4502  -4.2727
H  -1.0320  -4.6412  -5.3034
H  0.0960  -5.3942  -6.4257
H  -0.1662  -3.6428  -6.4926

Output
- SMILES string: CN(C)c1ccc(NC(=S)N(CCc2ccccc2)[C@H]2CC(=O)N(c3c(Cl)cccc3Cl)C2=O)cc1

Quick rundown of energy above the lowest of the compared OMol25 structures with the same formula, charge and spin, same order as above: 22.3, 0.0, 181.4, 0.0, 69.0, 9.5, 0.1 kcal/mol
Quick rundown of E, same order as above: -127755.677, -119729.496, -52876.524, -46095.187, -65183.523, -91354.836, -74358.111 eV